No. 1
Formula: C22H63ClF5GaO11PS10
Source: OMol25
Level of theory: wB97M-V/def2-TZVPD

```
114
Properties=species:S:1:pos:R:3:forces:R:3
O -7.4109 4.5050 -2.0318 0.6 0.8 -1.5
P -7.3578 3.8570 -3.6835 -1.0 1.4 0.9
Cl -5.4269 4.0618 -4.5422 0.2 -0.1 0.6
Ga -7.6477 1.5383 -3.3656 -0.8 -0.2 0.3
C -6.2919 0.8927 -1.9353 0.2 -0.3 0.8
F -5.9065 2.0165 -1.0074 -0.7 -3.5 -1.8
F -6.9897 -0.2158 -1.1819 2.1 2.7 -1.1
C -4.9182 0.2300 -2.5359 0.7 -0.5 1.0
F -3.8287 1.2617 -2.4036 -3.1 -3.8 -0.9
F -5.0073 -0.2444 -3.9359 0.7 1.7 4.8
F -4.6260 -0.9885 -1.6936 0.2 3.5 -2.8
H -7.4790 5.5058 -2.0655 0.1 -1.9 -0.3
H -9.1184 1.3877 -2.6782 0.4 0.1 -0.1
H -7.6490 0.6839 -4.7171 0.3 0.2 0.2
C 0.6267 -1.6809 -2.4919 0.1 -0.1 0.0
S 0.0113 0.0052 -2.7183 0.0 0.0 0.4
O 1.0186 0.9381 -2.1143 -0.2 -0.3 -0.1
C -1.3617 -0.1435 -1.5497 0.1 0.1 0.1
H 1.5208 -1.8104 -3.1064 -0.1 0.1 0.0
H 0.8812 -1.8478 -1.4426 0.0 0.1 0.0
H -0.1372 -2.3939 -2.8110 0.0 0.1 0.0
H -0.9824 -0.4069 -0.5595 0.2 -0.1 -0.1
H -2.0581 -0.9086 -1.9006 0.1 0.1 0.0
H -1.8782 0.8178 -1.4958 0.2 -0.2 -0.1
C -7.3726 2.6288 -8.7554 -0.3 -0.1 0.0
S -6.9241 4.2641 -8.1249 -0.2 -0.2 0.7
O -7.6753 4.4754 -6.8440 0.2 0.0 -1.1
C -7.7786 5.1984 -9.4171 -0.2 0.1 -0.1
H -6.9719 1.8723 -8.0767 0.0 0.3 -0.1
H -8.4598 2.5326 -8.8039 0.0 0.2 0.0
H -6.9387 2.4893 -9.7484 0.1 0.1 0.1
H -8.8404 4.9409 -9.4239 0.1 0.0 0.1
H -7.3311 4.9716 -10.3876 0.0 0.0 0.1
H -7.6659 6.2648 -9.2076 0.0 -0.2 0.1
C -0.8573 1.0098 4.1429 0.1 -0.1 0.0
S -1.8154 -0.1848 3.1795 0.2 0.0 -0.2
O -0.8577 -1.2128 2.6544 -0.2 0.5 0.1
C -2.2005 0.9448 1.8197 0.0 0.0 -0.1
H -0.4766 0.5103 5.0369 -0.2 0.0 -0.1
H -0.0178 1.3803 3.5498 -0.1 -0.1 -0.1
H -1.5025 1.8399 4.4400 0.0 -0.1 0.0
H -1.2767 1.3193 1.3725 0.0 -0.1 0.1
H -2.7999 1.7771 2.1956 0.0 -0.1 0.0
H -2.7726 0.3990 1.0656 0.0 0.0 0.2
C 3.1977 0.2030 1.9577 0.1 0.0 0.1
S 3.6099 -0.4300 0.3138 -0.2 0.3 -0.2
O 4.8011 -1.3293 0.4623 0.1 0.2 0.2
C 4.1985 1.1480 -0.3468 0.1 -0.2 0.1
H 2.8377 -0.6272 2.5700 0.0 0.0 -0.2
H 4.0849 0.6384 2.4235 -0.1 0.1 -0.1
H 2.4108 0.9561 1.8717 0.1 -0.1 -0.1
H 5.0229 1.5240 0.2637 -0.2 -0.1 0.0
H 3.3778 1.8690 -0.3545 0.0 -0.2 0.0
H 4.5486 0.9881 -1.3693 -0.2 -0.1 0.1
C 6.5546 6.1901 0.1928 0.0 0.1 0.1
S 6.5683 4.5212 -0.5054 -0.3 -0.2 0.3
O 5.5398 3.7155 0.2314 0.7 0.6 -0.2
C 8.1907 4.0625 0.1506 0.1 -0.1 0.1
H 5.6039 6.6654 -0.0602 0.1 -0.2 0.0
H 6.6573 6.1412 1.2794 0.0 -0.1 -0.1
H 7.3744 6.7715 -0.2359 -0.1 -0.1 0.0
H 8.1906 4.1471 1.2399 -0.1 0.0 -0.1
H 8.9549 4.7160 -0.2766 -0.1 0.0 0.0
H 8.4006 3.0282 -0.1323 -0.1 0.1 0.0
C 8.0440 0.1542 4.9754 0.0 0.0 0.2
S 6.5792 0.4881 3.9675 -0.2 -0.2 0.1
O 5.4710 0.8813 4.8985 0.4 -0.2 -0.2
C 6.2967 -1.2314 3.4812 -0.1 0.0 0.1
H 8.3820 1.0933 5.4199 -0.1 -0.1 -0.1
H 7.7972 -0.5543 5.7697 -0.1 0.1 -0.1
H 8.8369 -0.2521 4.3430 -0.1 0.0 0.0
H 6.1595 -1.8529 4.3693 0.0 0.2 0.1
H 7.1489 -1.5907 2.8997 -0.1 0.1 0.0
H 5.3950 -1.2752 2.8658 0.3 0.1 0.0
C 2.4137 0.9832 6.4687 0.0 0.0 0.0
S 1.4967 -0.4102 7.1691 0.1 0.2 0.2
O 0.1280 0.0860 7.5299 0.4 -0.1 0.0
C 2.4590 -0.5117 8.6978 -0.1 0.1 0.2
H 1.9604 1.2521 5.5116 0.0 -0.1 0.1
H 2.3660 1.8396 7.1454 -0.1 -0.1 0.0
H 3.4537 0.6905 6.3062 -0.1 0.0 -0.1
H 2.4083 0.4386 9.2346 -0.1 0.1 -0.2
H 3.4974 -0.7534 8.4597 -0.2 -0.1 0.0
H 2.0377 -1.3032 9.3221 0.1 0.1 -0.3
C 2.2216 -6.0829 8.1110 0.1 -0.1 0.1
S 1.6062 -4.3968 7.8846 0.2 0.2 0.1
O 2.6135 -3.4639 8.4886 -0.4 -0.6 -0.1
C 0.2332 -4.5455 9.0532 0.0 0.0 0.1
H 3.1157 -6.2125 7.4965 -0.1 0.1 0.0
H 2.4761 -6.2498 9.1604 0.0 0.1 -0.1
H 1.4577 -6.7959 7.7920 0.0 0.1 0.0
H 0.6125 -4.8089 10.0434 0.1 0.0 -0.1
H -0.4632 -5.3106 8.7023 0.1 0.1 0.0
H -0.2833 -3.5842 9.1072 0.1 -0.1 -0.1
C -4.6819 -1.2461 -8.2439 -0.1 0.0 -0.2
S -4.2322 0.1195 -7.1457 -0.3 0.4 0.1
O -5.0573 1.3077 -7.5421 0.7 -0.8 -0.1
C -2.5722 0.3594 -7.8237 0.1 0.1 -0.1
H -5.7103 -1.5437 -8.0260 0.1 0.1 0.1
H -4.6106 -0.9261 -9.2862 0.0 0.1 0.1
H -4.0152 -2.0929 -8.0647 0.0 0.1 0.1
H -2.6334 0.5787 -8.8923 -0.1 0.0 0.1
H -1.9771 -0.5418 -7.6589 -0.1 0.0 0.1
H -2.1040 1.2010 -7.3076 -0.2 -0.1 0.0
C -0.3482 -7.4577 -1.7729 0.0 -0.1 -0.1
S -0.3925 -5.6576 -1.5981 -0.1 0.2 -0.4
O -0.7433 -5.0827 -2.9383 0.3 -0.4 0.6
C 1.3903 -5.4529 -1.3682 0.1 0.0 -0.1
H -1.3631 -7.8137 -1.9648 0.1 0.2 0.0
H 0.2974 -7.7359 -2.6092 0.0 0.1 0.0
H 0.0225 -7.9049 -0.8475 0.0 0.1 0.0
H 1.9267 -5.8569 -2.2300 -0.1 0.0 0.0
H 1.7020 -5.9682 -0.4567 -0.1 0.1 0.0
H 1.6086 -4.3865 -1.2731 -0.1 -0.1 0.0
```
Positions in Å, forces in eV/Å.

Calculated values
- DFT total energy (a.u.) = -8910.870370
- largest force on an atom (eV Å⁻¹) = 5.1
- E_LUMO (eV) = 1.4412
- highest occupied orbital energy (eV) = -3.8
- net charge = -1

***

No. 2
Formula: C5H11NO
Source: OMol25
Level of theory: wB97M-V/def2-TZVPD

```
18
Properties=species:S:1:pos:R:3:forces:R:3
C -0.9143 -2.0171 0.5264 -0.7 -0.1 -0.5
O -1.0642 -2.6780 -0.7263 0.1 -0.7 -0.1
C -0.5721 -0.5735 0.2724 0.4 0.9 1.0
C 0.5672 -0.3074 -0.7152 -0.5 -0.7 0.0
C 1.1878 1.0477 -0.4647 -0.9 0.5 -0.1
C 0.2028 3.0225 0.2920 -0.2 0.2 0.1
N 0.1549 2.0970 -0.5487 0.2 -0.5 -0.3
H -0.1881 -2.5269 1.1634 0.3 0.1 -0.1
H -1.8719 -2.0412 1.0371 -0.2 -0.1 0.4
H -1.2463 -3.6231 -0.5797 0.1 0.6 0.0
H -0.2838 -0.1697 1.2515 0.4 -0.1 0.2
H -1.4388 0.0649 0.1010 -0.2 -0.4 -0.7
H 0.1775 -0.4328 -1.7271 0.2 0.2 0.0
H 1.3048 -1.0977 -0.5422 0.2 0.1 -0.2
H 1.9374 1.3539 -1.1899 0.2 -0.4 -0.1
H 1.6226 1.0036 0.5299 0.4 0.3 0.3
H -0.5330 3.8229 0.2423 0.1 0.0 0.0
H 0.9575 3.0552 1.0774 0.1 0.1 0.2
```
Positions in Å, forces in eV/Å.

Calculated values
- DFT total energy (a.u.) = -327.062022
- energy above the lowest of the compared OMol25 structures with the same formula, charge and spin (kcal per mole) = 43.5
- largest force on an atom (eV Å⁻¹) = 1.4
- E_LUMO (eV) = 0.9695
- SMILES = C=NCCCCO
- highest occupied orbital energy (eV) = -9.7
- net charge = 0

***

No. 3
Formula: C2H3NOS
Source: OMol25
Level of theory: wB97M-V/def2-TZVPD

```
8
Properties=species:S:1:pos:R:3:forces:R:3
C 1.6728 0.5953 -0.2789 -4.0 1.7 0.2
C -1.2602 -0.6697 0.3292 -0.5 0.6 2.9
N 0.5593 1.1207 -0.3659 4.4 0.0 1.0
O -0.7479 -1.4455 -0.3886 1.1 -2.0 -0.7
S 3.0389 0.0828 0.1757 1.6 -0.6 0.1
H -1.1642 -0.6264 1.5182 -0.1 -0.3 -2.1
H -1.8690 0.0757 -0.1390 -1.0 1.1 0.1
H -0.2296 0.8670 -0.8507 -1.5 -0.5 -1.5
```
Positions in Å, forces in eV/Å.

Calculated values
- DFT total energy (a.u.) = -606.126130
- energy above the lowest of the compared OMol25 structures with the same formula, charge and spin (kcal per mole) = 38.4
- largest force on an atom (eV Å⁻¹) = 4.5
- E_LUMO (eV) = 0.6054
- SMILES = N=C=S.C=O
- highest occupied orbital energy (eV) = -9.7
- net charge = 0

***

No. 4
Formula: C3H6O3
Source: OMol25
Level of theory: wB97M-V/def2-TZVPD

```
12
Properties=species:S:1:pos:R:3:forces:R:3
O 0.6497 -0.9312 1.9080 1.5 1.5 -2.4
O 2.5361 -0.1922 0.8521 -1.7 0.2 -1.3
O -0.5328 0.6462 -0.5310 0.3 -1.0 0.3
C 1.1937 -0.4791 0.8839 -0.9 -1.4 3.4
C -1.7717 0.2011 -1.0646 -1.8 1.2 0.9
C 0.4380 -0.3934 -0.4175 2.3 1.3 -2.2
H 2.8693 -0.2144 1.7440 0.1 -0.3 0.8
H -1.7720 -0.8266 -1.2558 0.3 -1.7 -0.4
H -2.0391 0.6852 -2.0169 0.4 0.2 0.4
H -2.6690 0.3167 -0.3417 1.6 0.3 -0.8
H 1.2430 -0.3218 -1.2361 -1.0 0.6 0.9
H 0.0863 -1.3682 -0.6331 -1.1 -1.0 0.3
```
Positions in Å, forces in eV/Å.

Calculated values
- DFT total energy (a.u.) = -343.593437
- energy above the lowest of the compared OMol25 structures with the same formula, charge and spin (kcal per mole) = 38.4
- largest force on an atom (eV Å⁻¹) = 3.8
- E_LUMO (eV) = 0.7363
- SMILES = COCC(=O)O
- highest occupied orbital energy (eV) = -10.1
- net charge = 0

***

No. 5
Formula: C21H22GeN3S4SbTa
Source: OMol25
Level of theory: wB97M-V/def2-TZVPD

```
53
Properties=species:S:1:pos:R:3:forces:R:3
Ta 0.6510 -1.5604 -1.0156 -3.1 -0.7 -1.3
S -1.8950 -4.9434 0.1485 -0.8 1.7 -0.1
Sb -2.7503 -2.9012 -0.0306 0.5 -1.9 0.4
S -1.3381 -1.7446 -2.1621 3.4 0.5 1.2
S -0.4464 -1.3697 1.1473 1.2 0.0 -1.2
C 2.5259 -6.1888 -2.7468 -0.1 0.1 0.1
C 3.3956 -5.1755 -2.3586 -0.1 0.2 0.1
C 2.8760 -3.9853 -1.8787 0.7 -0.1 0.0
N 1.5556 -3.7738 -1.7653 -0.8 2.3 0.9
C 0.7191 -4.7544 -2.1342 -0.8 -0.5 -0.3
C 1.1588 -5.9708 -2.6269 0.1 0.3 0.1
H 2.9039 -7.1279 -3.1287 0.0 0.0 0.0
H 4.4654 -5.3065 -2.4289 0.0 0.1 0.0
H 3.5391 -3.1810 -1.5767 0.0 -0.1 0.0
H -0.3430 -4.5652 -2.0316 0.2 0.0 -0.1
H 0.4404 -6.7255 -2.9154 0.0 0.0 0.0
Ge -1.6882 0.6381 0.9767 -1.6 0.3 0.1
C -3.6158 0.3039 1.5344 1.9 0.4 -0.5
C -3.9740 0.0774 2.8527 -0.3 -0.4 0.4
C -5.3155 -0.1628 3.1474 0.6 0.2 0.1
C -6.2569 -0.0780 2.1368 -0.8 0.0 0.2
C -5.8902 0.1484 0.8209 0.4 0.3 -0.4
C -4.5527 0.3719 0.5095 -0.3 -0.3 -0.2
C -0.9336 2.1879 2.0012 0.2 -2.6 -0.4
C -0.0732 2.0773 3.0803 0.6 0.5 0.9
C 0.3802 3.2462 3.6854 0.4 -2.7 0.4
C -0.0920 4.4749 3.2487 -0.2 1.9 0.0
C -0.9513 4.5716 2.1662 -1.0 -0.2 -1.3
C -1.4073 3.4160 1.5497 -0.1 2.4 0.1
H -1.6890 0.8698 -0.5571 0.2 0.1 0.4
H -3.2446 0.0743 3.6526 0.0 -0.1 0.0
H -5.5996 -0.3848 4.1682 -0.1 0.1 0.0
H -7.3159 -0.1288 2.3853 0.2 -0.3 -0.1
H -6.6260 0.1841 0.0284 -0.1 0.1 0.1
H -4.2683 0.5787 -0.5181 0.0 0.0 0.1
H 0.2736 1.1156 3.4391 0.0 0.1 0.0
H 1.0825 3.1750 4.5060 0.0 0.1 0.0
H 0.1868 5.3738 3.7928 0.0 0.0 0.0
H -1.3134 5.5316 1.8239 0.1 0.1 0.1
H -2.1052 3.4793 0.7224 -0.1 0.1 0.1
C 4.4119 1.3250 -0.3422 0.5 -0.5 0.8
N 3.8511 1.9595 -1.5039 -0.8 0.1 -0.7
C 4.5192 2.8452 -2.2915 0.0 0.5 -0.6
C 3.6629 3.2623 -3.2717 0.6 0.1 0.2
N 2.4892 2.6130 -3.0705 0.0 -0.3 0.3
C 2.6057 1.8107 -1.9928 0.0 -0.4 0.0
S 1.2649 0.9731 -1.2567 -0.6 -1.4 0.2
H 5.0632 2.0286 0.1766 -0.1 0.0 -0.1
H 5.0248 0.4668 -0.6257 -0.1 0.0 -0.1
H 3.6196 1.0125 0.3390 0.1 0.1 -0.1
H 5.5389 3.1257 -2.1078 0.1 0.0 0.1
H 3.8234 3.9652 -4.0684 0.0 0.1 -0.1
H 1.6569 2.7451 -3.6335 0.0 -0.1 0.1
```
Positions in Å, forces in eV/Å.

Calculated values
- 2S+1 = 2
- DFT total energy (a.u.) = -4943.116055
- energy above the lowest of the compared OMol25 structures with the same formula, charge and spin (kcal per mole) = 67.4
- largest force on an atom (eV Å⁻¹) = 3.6
- E_LUMO (spin up / spin down) (eV) = -13.6110 / -15.0079
- highest occupied orbital energy (spin up / spin down) (eV) = -19.1 / -19.1
- net charge = +4
- expectation value of S² = 0.767

***

No. 6
Formula: C12H20BF4IrN5O5P
Source: OMol25
Level of theory: wB97M-V/def2-TZVPD

```
49
Properties=species:S:1:pos:R:3:forces:R:3
Ir -0.2943 0.1095 0.4160 -1.2 0.5 -1.2
N -4.0977 -1.2421 -2.2377 0.0 0.0 0.0
C -3.1042 -2.3547 -2.0957 0.0 0.0 0.0
P -2.1879 -2.0464 -0.5319 -0.1 0.0 0.3
O -3.0462 -1.2153 0.3577 0.0 0.0 0.0
O -0.8063 -1.4834 -0.9039 0.4 0.8 0.7
C -1.9240 -3.6396 0.3621 0.0 0.0 0.0
N -1.9882 -3.2976 1.8231 0.0 0.0 0.0
H -4.7150 -1.2091 -1.4209 0.0 0.0 0.0
H -4.6669 -1.3520 -3.0794 0.0 0.0 0.0
H -3.6193 -0.3116 -2.2648 0.0 0.0 0.0
H -2.4374 -2.3408 -2.9552 0.0 0.0 0.0
H -3.6413 -3.3022 -2.0770 0.0 0.0 0.0
H -0.9530 -4.0796 0.1464 0.0 0.0 0.0
H -2.7063 -4.3655 0.1454 0.0 0.0 0.0
H -2.0356 -4.1303 2.4134 0.0 0.0 0.0
H -2.8082 -2.7009 1.9965 0.0 0.0 0.0
H -1.1666 -2.7296 2.0896 0.0 0.0 0.0
F -1.3906 0.0730 3.7956 0.0 0.0 0.0
B -0.1147 -0.2031 3.9831 0.0 0.0 -0.1
F 0.7969 0.6510 3.5256 0.0 0.0 0.1
F 0.2559 -1.2869 4.6186 0.0 0.0 0.0
F -0.0657 -1.2811 1.8149 0.2 0.2 -0.1
O -2.9240 1.2288 -2.0503 0.0 0.0 0.0
C -2.3267 1.9878 -1.3217 0.0 -0.2 -0.1
C -2.5364 3.4826 -1.1663 0.0 0.0 0.0
C -1.5697 3.9292 -0.0533 0.0 0.0 0.1
C -0.8787 2.6571 0.3098 -0.2 -0.2 -0.3
O -0.0348 2.3661 1.1684 0.0 -0.8 0.2
N -1.3018 1.6095 -0.4615 0.9 -0.4 0.5
H -3.5834 3.6641 -0.9241 0.0 0.0 0.0
H -2.3454 3.9641 -2.1256 0.0 0.0 0.0
H -2.0726 4.3323 0.8267 0.0 0.0 0.0
H -0.8421 4.6762 -0.3721 0.0 0.0 0.0
N 6.9477 1.4927 -0.0129 0.5 0.4 0.4
C 6.1385 0.6844 -0.6472 -1.8 -0.2 0.3
O 6.6233 -0.0948 -1.5507 0.3 -0.2 -0.5
C 4.6990 0.5591 -0.4135 2.6 0.3 -0.3
C 4.1151 0.9217 0.8096 0.3 0.2 0.3
C 2.7358 0.7760 0.9737 -0.3 0.1 0.3
N 1.9378 0.2711 0.0136 -1.2 -0.1 0.0
C 2.4966 -0.0950 -1.1523 -0.4 -0.1 0.0
C 3.8635 0.0327 -1.4104 0.0 -0.2 -0.5
H 7.9484 1.4647 -0.1831 -0.1 0.0 0.1
H 6.5923 2.2524 0.5519 0.1 0.0 -0.1
H 4.6922 1.2863 1.6496 0.0 0.0 0.0
H 2.2612 1.0654 1.9028 0.0 0.0 0.1
H 1.8370 -0.5104 -1.9040 0.0 0.0 0.0
H 4.2438 -0.2660 -2.3786 0.0 0.0 0.0
```
Positions in Å, forces in eV/Å.

Calculated values
- 2S+1 = 6
- DFT total energy (a.u.) = -1988.382835
- energy above the lowest of the compared OMol25 structures with the same formula, charge and spin (kcal per mole) = 42.5
- largest force on an atom (eV Å⁻¹) = 2.7
- E_LUMO (spin up / spin down) (eV) = -9.3562 / -13.2663
- highest occupied orbital energy (spin up / spin down) (eV) = -15.7 / -18.5
- net charge = +3
- expectation value of S² = 8.770